The following is a DFT calculation (ωB97M-V/def2-TZVPD) of a cluster of 2 separate species, C2H9NS2 in total at a distorted geometry.

Each line ends with the Mulliken charge.
Positions of all 14 atoms, in Å:
C -1.133 -0.610 5.163  -0.76
S -0.765 0.862 4.204  -0.04
S -2.157 0.818 2.759  -0.22
H -2.197 -0.821 5.108  0.29
H -0.907 -0.485 6.218  0.28
H -0.574 -1.475 4.836  0.29
H -3.122 1.657 3.191  0.15
C 1.222 0.128 -4.960  -0.62
N 2.014 -0.398 -3.861  -0.47
H 0.818 -0.673 -5.589  0.20
H 1.744 0.862 -5.554  0.24
H 0.340 0.640 -4.582  0.26
H 3.008 -0.320 -4.007  0.19
H 1.709 -0.186 -2.925  0.20

For the LUMO energy, the calculation gives 0.64 eV. As for the SMILES: CSS.CN. Its spin multiplicity is 1. As for the charge: 0. The calculation puts the energy relative to the best compared isomer or geometry (same formula, charge and spin) at 16.5 kcal per mole. The value obtained for the energy is -932.69777 a.u.